1.
{
  "formula": "C3H7N4O",
  "method": "ωB97M-V/def2-TZVPD",
  "elements": ["C", "C", "C", "N", "N", "N", "N", "O", "H", "H", "H", "H", "H", "H", "H"],
  "coordinates": [[2.562000, 1.574768, 1.155430], [0.401648, -0.834539, 0.004780], [-1.632614, 0.310096, 0.017471], [2.006623, 0.610671, 1.362288], [-0.552329, -0.384397, -0.749736], [1.498150, -1.400227, -0.403619], [-2.857299, 0.212258, -0.496363], [-1.420378, 0.851474, 1.073632], [2.992488, 2.528281, 1.148426], [-0.468581, -0.444313, -1.779774], [2.191709, -1.457104, 0.364776], [1.884501, -1.183928, -1.350789], [-3.678843, 0.628167, 0.012949], [-3.010371, -0.207102, -1.462351], [0.083301, -0.804112, 1.102883]],
  "forces_ev_per_angstrom": [[0.134, 0.834, 0.421], [-1.154, -0.703, 2.098], [-0.952, 0.503, 0.674], [-0.269, -1.106, 0.298], [-0.869, 0.899, -0.814], [1.644, 0.399, -0.193], [-1.484, -0.680, -2.407], [0.960, -0.656, -0.600], [0.571, 0.839, -0.297], [-0.450, 0.303, 0.908], [-0.429, -0.277, -0.979], [-0.546, -0.532, 1.205], [1.567, -0.574, -0.847], [0.077, 0.827, 2.098], [1.199, -0.076, -1.565]],
  "molar_mass_da": 115.12,
  "de_lowest_ev": 0.417,
  "total_charge": 1,
  "homo_lumo_gap_ha": 0.4096,
  "homo_ev": -14.7,
  "e_tot_ev": -11225.5608,
  "max_force_ha_per_bohr": 0.0566
}

2.
{
  "formula": "C3H7N4O",
  "method": "ωB97M-V/def2-TZVPD",
  "elements": ["C", "C", "C", "N", "N", "N", "N", "O", "H", "H", "H", "H", "H", "H", "H"],
  "coordinates": [[0.315075, 0.338525, 0.378986], [-1.927113, 0.339829, -0.171497], [-1.490425, -1.117297, 0.135894], [3.412216, 0.829766, 0.274488], [-0.672544, 1.143064, -0.002963], [-0.071652, -0.918379, 0.465034], [2.794175, -0.028132, -0.201196], [2.539409, -0.984712, -0.831950], [-2.176828, 0.551022, -1.249728], [-2.737551, 0.745634, 0.476688], [-2.157368, -1.483482, 1.013994], [-1.564188, -1.601451, -0.852384], [3.888161, 1.652577, -0.102949], [-0.706982, 2.183384, 0.041861], [0.555616, -1.650350, 0.625715]],
  "forces_ev_per_angstrom": [[-3.206, -0.073, -0.415], [-0.397, 1.547, -1.178], [-1.501, 1.034, 0.202], [0.989, 3.826, 1.921], [1.097, 0.634, 1.021], [0.154, 1.480, 0.345], [-1.293, -1.953, 2.013], [-0.058, -1.551, -3.027], [-0.283, -0.741, 1.129], [0.730, -0.352, -0.393], [1.569, -0.055, -1.728], [-0.082, -0.761, 1.016], [0.781, -0.421, -1.078], [0.428, -1.389, 0.010], [1.071, -1.226, 0.162]],
  "molar_mass_da": 115.12,
  "de_lowest_ev": 3.183,
  "total_charge": 1,
  "homo_lumo_gap_ha": [0.2722, 0.2743],
  "homo_ev": [-11.1, -14.7],
  "multiplicity": 3,
  "s_squared": 2.01,
  "e_tot_ev": -11218.1059,
  "max_force_ha_per_bohr": 0.0855
}

Repeat the second record exactly.
{
  "formula": "C3H7N4O",
  "method": "ωB97M-V/def2-TZVPD",
  "elements": ["C", "C", "C", "N", "N", "N", "N", "O", "H", "H", "H", "H", "H", "H", "H"],
  "coordinates": [[0.315075, 0.338525, 0.378986], [-1.927113, 0.339829, -0.171497], [-1.490425, -1.117297, 0.135894], [3.412216, 0.829766, 0.274488], [-0.672544, 1.143064, -0.002963], [-0.071652, -0.918379, 0.465034], [2.794175, -0.028132, -0.201196], [2.539409, -0.984712, -0.831950], [-2.176828, 0.551022, -1.249728], [-2.737551, 0.745634, 0.476688], [-2.157368, -1.483482, 1.013994], [-1.564188, -1.601451, -0.852384], [3.888161, 1.652577, -0.102949], [-0.706982, 2.183384, 0.041861], [0.555616, -1.650350, 0.625715]],
  "forces_ev_per_angstrom": [[-3.206, -0.073, -0.415], [-0.397, 1.547, -1.178], [-1.501, 1.034, 0.202], [0.989, 3.826, 1.921], [1.097, 0.634, 1.021], [0.154, 1.480, 0.345], [-1.293, -1.953, 2.013], [-0.058, -1.551, -3.027], [-0.283, -0.741, 1.129], [0.730, -0.352, -0.393], [1.569, -0.055, -1.728], [-0.082, -0.761, 1.016], [0.781, -0.421, -1.078], [0.428, -1.389, 0.010], [1.071, -1.226, 0.162]],
  "molar_mass_da": 115.12,
  "de_lowest_ev": 3.183,
  "total_charge": 1,
  "homo_lumo_gap_ha": [0.2722, 0.2743],
  "homo_ev": [-11.1, -14.7],
  "multiplicity": 3,
  "s_squared": 2.01,
  "e_tot_ev": -11218.1059,
  "max_force_ha_per_bohr": 0.0855
}